1.
This record from the Open Molecules 2025 dataset describes a molecular structure, C21H28LaN3O2 in a non-equilibrium geometry. The level of theory is ωB97M-V/def2-TZVPD.

Element x y z (Å)
1 La -0.356 -1.052 0.717
2 H 0.055 0.907 -4.013
3 C 1.566 -1.406 3.203
4 O -1.030 1.224 -2.165
5 C 1.382 -3.987 1.610
6 H -1.585 -4.397 0.533
7 H -3.111 0.849 -3.952
8 C 1.992 -0.262 2.482
9 C -0.092 1.665 -3.221
10 H 4.527 0.585 -0.401
11 H 1.175 1.856 2.511
12 C 0.283 -1.138 3.741
13 C 2.940 2.165 -0.804
14 H 2.260 -0.249 -2.385
15 C -0.923 2.850 -3.718
16 C 3.733 0.893 -1.147
17 C 1.523 1.743 -0.355
18 H -3.691 1.165 -2.290
19 H -1.489 3.954 -1.401
20 N 2.816 -6.224 3.982
21 C 2.658 -0.211 -1.342
22 C -3.190 -1.494 1.125
23 O 1.435 0.264 -0.597
24 H -3.105 -2.600 -0.843
25 H -2.992 4.093 -2.230
26 H 2.190 -2.260 3.434
27 H -3.883 -0.672 0.913
28 H 2.950 -0.156 1.942
29 C -1.965 -3.447 0.917
30 H 4.351 1.256 -2.018
31 C -3.256 1.626 -3.199
32 C -1.956 2.263 -2.715
33 N 1.980 -5.035 1.978
34 H 2.925 2.860 -1.660
35 C -0.072 0.197 3.396
36 H -2.877 2.901 -0.894
37 H -2.753 -1.237 3.315
38 H -3.981 2.362 -3.606
39 C -2.810 -2.529 0.212
40 H 3.319 2.786 0.036
41 H -0.966 0.764 3.718
42 C -2.342 3.357 -1.732
43 C -2.594 -1.796 2.392
44 H -0.593 3.843 -3.363
45 H 0.871 1.998 -2.786
46 H 2.905 -1.267 -1.026
47 C -1.866 -3.010 2.268
48 H -1.379 -3.521 3.088
49 H 1.414 1.916 0.733
50 H -1.112 2.941 -4.787
51 N 0.885 -3.026 1.080
52 H -0.272 -1.791 4.403
53 H 0.696 2.298 -0.856
54 C 1.024 0.773 2.695
55 C 2.386 -5.595 3.083

## Properties
HOMO-LUMO gap, eV: 7.34
HOMO, eV: -7.5
Max |F|, eV/A: 3.5
LUMO, eV: -0.17
Molecular weight, g mol⁻¹: 493.38

=====

2.
This record from the Open Molecules 2025 dataset describes C22H25N3O6S in the gas phase in a non-equilibrium geometry. The level of theory is ωB97M-V/def2-TZVPD.

Element x y z (Å)
1 O -6.783 -3.477 -0.359
2 O -5.170 2.537 -1.777
3 H 6.053 -1.244 -2.736
4 H -5.940 -4.662 1.123
5 H -3.722 1.879 1.949
6 H 1.208 2.219 -1.460
7 C -3.196 1.700 1.002
8 C 3.148 0.991 1.643
9 H -4.447 -0.325 1.955
10 H -5.352 0.346 -2.174
11 C 1.116 1.809 0.641
12 H 1.331 1.312 2.721
13 H 8.018 -0.959 -0.400
14 H -4.000 4.421 -0.067
15 H -2.884 3.952 -1.357
16 N 5.346 -0.615 -0.897
17 H -6.500 -1.830 -2.248
18 C 3.768 1.067 0.411
19 C -4.361 2.476 -0.885
20 H -5.565 -2.456 1.872
21 S 5.489 0.613 0.242
22 C 6.156 -2.661 0.201
23 C -6.043 -1.483 -1.335
24 C 6.437 -0.735 -1.846
25 H -2.517 0.851 1.132
26 H 4.232 -1.695 0.463
27 C -1.114 2.646 -0.097
28 C -3.418 3.595 -0.476
29 C -6.915 -4.326 0.755
30 H 3.599 1.558 -1.648
31 H 4.456 -2.465 -1.131
32 C -4.809 0.177 -0.108
33 C -4.883 -0.635 1.018
34 N -0.215 2.186 0.827
35 O 6.205 1.689 -0.375
36 H -7.482 -5.186 0.404
37 C -5.396 -0.269 -1.293
38 H 6.557 -2.126 1.073
39 C 1.822 1.362 1.760
40 H 6.755 0.275 -2.101
41 O 7.153 -2.794 -0.789
42 H 5.874 -3.676 0.487
43 C 4.946 -1.891 -0.338
44 N -4.143 1.414 -0.054
45 H -7.463 -3.840 1.569
46 C 3.081 1.505 -0.704
47 H 3.717 0.648 2.493
48 C -6.121 -2.297 -0.204
49 H -0.534 2.128 1.785
50 H -2.283 3.646 1.391
51 C 7.594 -1.531 -1.239
52 O -0.883 2.782 -1.271
53 C 1.753 1.875 -0.598
54 H 8.369 -1.726 -1.982
55 O 5.954 0.127 1.514
56 C -2.467 2.979 0.545
57 C -5.530 -1.860 0.974

## Properties
HOMO-LUMO gap, eV: 8.27
HOMO, eV: -8.1
Max |F|, eV/A: 1.1
SMILES: COc1ccc(N2C[C@@H](C(=O)Nc3ccc(S(=O)(=O)N4CCOCC4)cc3)CC2=O)cc1
LUMO, eV: 0.12
Molecular weight, g mol⁻¹: 459.52

=====

3.
This record from the Open Molecules 2025 dataset describes 2 unconnected molecules or ions with the total composition C3H7BCl2O2 in a non-equilibrium geometry. The level of theory is ωB97M-V/def2-TZVPD.

Element x y z (Å)
1 Cl -2.539 -1.529 -0.940
2 C -1.603 0.461 0.749
3 B 3.166 -0.662 -0.311
4 O 2.989 0.491 -0.639
5 C -0.046 0.392 0.819
6 H -2.035 -0.330 1.424
7 H 3.971 -2.526 0.219
8 H -1.927 1.355 1.388
9 C -2.392 0.363 -0.529
10 H -3.456 0.513 -0.408
11 H 0.318 -0.661 0.549
12 H 1.814 1.557 -0.448
13 O 3.229 -1.922 0.033
14 Cl 0.456 1.492 -0.612
15 H -1.948 1.003 -1.292

## Properties
HOMO-LUMO gap, eV: 6.61
HOMO, eV: -7.0
Max |F|, eV/A: 2.6
LUMO, eV: -0.36
Molecular weight, g mol⁻¹: 156.81

=====

4.
This record from the Open Molecules 2025 dataset describes C2H2N2OS2 in the gas phase in a non-equilibrium geometry. The level of theory is ωB97M-V/def2-TZVPD.

Element x y z (Å)
1 S 1.510 -1.775 1.196
2 H -1.013 0.133 -1.532
3 H 1.050 0.473 1.749
4 S -0.151 -3.113 -2.014
5 N -0.474 -0.501 -0.929
6 N 0.007 0.197 0.087
7 C -0.489 -1.746 -1.236
8 C 0.809 -0.287 1.011
9 O -1.161 -4.132 -1.775

## Properties
HOMO-LUMO gap (spin up / spin down), eV: 6.89 / 6.89
HOMO (spin up / spin down), eV: -8.6 / -8.6
Max |F|, eV/A: 1.9
LUMO (spin up / spin down), eV: -1.67 / -1.67
Molecular weight, g mol⁻¹: 134.19

=====

5.
This record from the Open Molecules 2025 dataset describes a molecular structure, C4H12BIKOP in a non-equilibrium geometry. The level of theory is ωB97M-V/def2-TZVPD.

Element x y z (Å)
1 H -0.862 1.161 1.726
2 H 3.078 0.309 -1.207
3 H -1.996 1.771 -0.673
4 P -1.928 -0.911 0.647
5 B -0.650 0.532 0.714
6 H -0.713 0.896 -1.500
7 C -0.923 1.503 -0.602
8 O -2.836 -1.011 1.935
9 C 1.390 -0.861 -0.376
10 K -2.852 0.607 2.770
11 C 2.096 -0.076 -1.505
12 H 0.514 -1.352 -0.822
13 H 2.281 -0.769 -2.344
14 H -0.294 2.403 -0.555
15 H -1.208 -2.137 0.512
16 C 0.906 0.042 0.800
17 H 1.440 0.705 -1.913
18 H 1.548 0.943 0.829
19 H -2.776 -0.808 -0.503
20 H 1.092 -0.485 1.754
21 I 2.695 -2.463 0.314

## Properties
HOMO-LUMO gap, eV: 8.39
HOMO, eV: -8.8
Max |F|, eV/A: 11.3
LUMO, eV: -0.37
Molecular weight, g mol⁻¹: 283.93

=====

6.
This record from the Open Molecules 2025 dataset describes C5H9NS2 in the gas phase in a non-equilibrium geometry. The level of theory is ωB97M-V/def2-TZVPD.

Element x y z (Å)
1 H -0.147 2.116 -1.343
2 H -0.504 -1.121 1.926
3 N -2.165 1.493 -0.992
4 C 1.589 0.445 0.429
5 C -0.707 1.310 -0.958
6 C -0.077 0.052 -1.112
7 H 0.224 -1.951 -1.722
8 S -1.053 0.010 1.605
9 H 2.229 1.375 -0.052
10 C 0.013 -1.401 -0.865
11 H 0.777 0.280 -1.793
12 S 1.770 -1.258 -0.180
13 H 1.702 0.493 1.509
14 H -2.293 2.405 -0.661
15 C 0.022 0.759 0.324
16 H -2.476 0.823 -0.181
17 H -0.867 -1.896 -0.453

## Properties
HOMO-LUMO gap, eV: 9.00
HOMO, eV: -8.4
Max |F|, eV/A: 3.8
SMILES: N[C@@H]1[C@@H]2CSC[C@@]12S
LUMO, eV: 0.61
Molecular weight, g mol⁻¹: 147.27

=====

7.
This record from the Open Molecules 2025 dataset describes 7 unconnected molecules or ions with the total composition C32H40F2O10 in a non-equilibrium geometry. The level of theory is ωB97M-V/def2-TZVPD.

Element x y z (Å)
1 H -6.961 3.723 15.940
2 H -1.415 -0.808 25.374
3 C -7.566 3.906 24.204
4 H -2.335 8.005 25.471
5 C -5.145 0.354 17.404
6 C -7.115 3.823 17.014
7 H -4.804 0.529 18.395
8 C -7.250 4.617 23.041
9 C -7.734 5.467 18.585
10 H -4.068 2.143 27.056
11 C -0.277 8.358 23.229
12 C -6.248 5.398 18.427
13 H -3.918 1.364 23.455
14 H -3.156 -0.117 16.877
15 C -5.378 -1.221 15.625
16 H -4.848 2.773 23.928
17 H -0.817 7.658 26.087
18 H -3.179 7.157 19.177
19 H -3.525 -0.228 26.563
20 O -5.427 6.091 18.985
21 C -2.778 0.577 26.371
22 H -8.313 3.060 24.200
23 H 0.043 0.869 24.487
24 C -2.407 2.870 25.737
25 C -1.243 2.491 25.067
26 H -3.745 1.375 16.019
27 C -4.205 3.278 20.964
28 H -2.579 3.970 25.835
29 H -0.815 6.507 22.289
30 C -1.662 0.233 25.661
31 H -3.160 4.004 22.724
32 H -5.387 5.300 26.316
33 O -5.418 1.740 22.287
34 C -1.339 7.761 25.178
35 O -5.651 -2.129 14.889
36 H -7.817 4.421 22.129
37 F -0.436 3.463 24.540
38 C -0.886 1.164 24.933
39 H -9.128 4.070 17.744
40 H -2.427 2.573 22.163
41 C -2.952 7.849 19.890
42 C -6.816 4.137 25.353
43 C -6.340 5.657 23.094
44 H -6.046 6.199 22.209
45 H -6.682 -1.395 17.454
46 H -3.043 10.014 20.094
47 H -5.055 -1.779 17.603
48 C -5.887 5.117 25.427
49 H -5.806 8.637 19.963
50 H -2.360 6.280 23.967
51 H -3.916 9.393 18.707
52 O -4.395 -0.385 15.257
53 H -7.964 6.463 18.837
54 H -4.544 4.336 20.853
55 C -3.506 7.253 21.159
56 C -1.347 6.443 24.397
57 C -3.979 0.377 16.414
58 H -5.160 9.813 21.134
59 C -3.429 3.067 22.276
60 C -5.633 5.910 24.277
61 C -0.425 6.829 23.264
62 O -3.013 6.415 21.858
63 C -8.322 4.663 17.402
64 F -6.869 3.293 26.371
65 H -6.044 1.022 17.084
66 H -4.840 6.638 24.279
67 C -4.371 2.284 23.088
68 C -3.660 9.122 19.743
69 H -7.176 2.788 17.466
70 O 0.059 9.143 22.427
71 H -1.002 5.588 25.003
72 H -7.885 4.998 19.551
73 O -5.890 4.473 17.469
74 C -5.421 2.394 21.124
75 O -0.806 8.837 24.443
76 H -1.906 7.934 19.953
77 H -3.714 2.926 19.984
78 C -5.687 -1.000 17.121
79 O -6.281 2.210 20.274
80 C -4.925 8.948 20.559
81 C -3.165 1.947 26.450
82 O -4.678 7.838 21.531
83 H -8.526 5.325 16.587
84 H 0.583 6.319 23.287

## Properties
HOMO-LUMO gap, eV: 9.83
HOMO, eV: -9.4
Max |F|, eV/A: 3.4
SMILES: Fc1ccccc1.Fc1ccccc1.O=C1CCCO1.O=C1CCCO1.O=C1CCCO1.O=C1CCCO1.O=C1CCCO1
LUMO, eV: 0.43
Molecular weight, g mol⁻¹: 622.66

=====

8.
This record from the Open Molecules 2025 dataset describes a molecular structure, C20H43Br16INbO2 in a non-equilibrium geometry. The level of theory is ωB97M-V/def2-TZVPD.

Element x y z (Å)
1 C 1.984 -0.623 -4.762
2 Br -3.253 -3.114 3.299
3 C 0.607 -7.515 2.318
4 Br 0.177 3.813 7.666
5 H 1.259 -8.102 4.307
6 O 0.981 2.296 -6.826
7 H -1.847 2.904 6.537
8 H -0.861 3.318 -6.350
9 H 1.715 7.140 -7.245
10 C 1.664 -7.884 3.324
11 H 0.029 -8.393 2.032
12 H -0.216 0.962 8.289
13 H 1.609 4.676 3.886
14 H -1.805 5.591 -6.393
15 C 0.016 3.360 -7.057
16 C 1.498 -3.692 0.638
17 H -0.974 6.650 -3.991
18 C -3.095 -8.069 7.225
19 H 2.405 -3.551 1.219
20 H 0.916 4.611 2.253
21 Br -0.698 -6.275 3.071
22 Nb 0.945 5.487 -7.132
23 C 0.923 5.160 3.191
24 H 0.858 -4.416 1.144
25 H 1.734 -0.045 -3.874
26 Br 0.346 7.398 1.504
27 H 2.242 -8.739 2.976
28 Br 2.395 4.595 -0.842
29 H 2.336 6.727 2.798
30 C -1.183 7.597 -5.949
31 H -5.211 -3.205 1.761
32 H -0.405 3.176 -8.072
33 H 1.243 5.392 -5.353
34 H 1.622 -2.620 -5.567
35 H 1.856 2.106 -2.313
36 H -2.063 -6.246 6.629
37 H -2.860 -9.061 7.601
38 I 0.527 5.464 -9.969
39 Br -3.802 -8.296 5.425
40 Br -0.308 -8.012 6.572
41 C -1.387 7.470 -4.612
42 H -1.802 0.532 7.618
43 H -4.741 -5.564 0.754
44 C 2.947 3.967 -2.604
45 H 2.315 -2.583 -3.932
46 C 1.277 6.615 3.024
47 O 1.574 2.490 -5.594
48 H 0.266 -2.052 1.280
49 H 0.010 -2.503 -0.417
50 H 1.030 7.219 3.893
51 Br -3.233 -3.917 -0.292
52 C -1.913 -7.135 7.238
53 C 0.751 -2.410 0.373
54 Br 2.961 -6.452 3.550
55 Br 4.226 1.533 -1.789
56 H -5.221 -4.554 2.915
57 C -1.141 6.352 -6.857
58 H 0.866 2.860 -5.031
59 H -3.185 -5.525 1.607
60 H 2.289 4.477 -3.308
61 H -1.494 6.668 -7.865
62 C -3.986 -4.915 1.197
63 C -4.609 -3.991 2.211
64 Br -0.134 -2.298 -3.827
65 C -1.351 2.625 7.464
66 C -0.933 1.178 7.502
67 C 2.795 2.475 -2.722
68 H 3.046 -0.510 -4.982
69 Br 2.018 -4.552 -1.028
70 Br 1.969 -0.983 -0.156
71 H 2.883 2.163 -3.762
72 H -2.004 2.857 8.304
73 Br -0.115 0.631 5.822
74 H -1.092 8.633 -6.343
75 H -1.671 -6.836 8.257
76 H 1.010 -7.045 1.424
77 C 1.631 -2.084 -4.622
78 H 3.967 4.308 -2.757
79 H -2.021 8.242 -4.125
80 Br -0.840 4.943 3.987
81 H -3.918 -7.651 7.804
82 Br 1.072 0.247 -6.262
83 H 2.564 4.640 -7.345

## Properties
HOMO-LUMO gap, eV: 5.76
HOMO, eV: -4.6
Max |F|, eV/A: 6.0
LUMO, eV: 1.17
Molecular weight, g mol⁻¹: 1813.84
Charge: -1